Formula: C4H11NS
Source: the Open Molecules 2025 dataset
Level of theory: ωB97M-V/def2-TZVPD

Computed properties:
E_LUMO = 0.83 eV
DFT total energy = -16650.416 eV
Orbital gap = 9.1 eV
Energy relative to the best compared isomer or geometry (same formula, charge and spin) = 31.8 kcal/mol
Structure (SMILES) = C=NC.CCS
2S+1 = 1
Total charge = 0

Last column: Mulliken charge in e.
Geometry (Å):
C1 -0.3716 -1.8657 -0.6440  -0.888
C2 0.8239 -2.0042 0.2959  -0.410
S1 2.2348 -0.9085 -0.1147  -0.300
H1 -0.8556 -2.8214 -0.8471  0.338
H2 -0.0795 -1.4145 -1.5917  0.293
H3 -1.1256 -1.2020 -0.2192  0.165
H4 1.2192 -3.0153 0.2670  0.346
H5 0.5435 -1.7636 1.3194  0.286
C3 -1.1043 1.8343 -0.5807  -1.085
C4 0.3712 1.7607 1.1903  -0.404
N1 0.1832 1.3979 0.0033  -0.240
H6 -1.1675 1.5224 -1.6197  0.307
H7 -1.1538 2.9223 -0.5181  0.382
H8 -1.9287 1.4279 0.0012  0.387
H9 -0.3181 2.4414 1.6907  0.320
H10 1.3301 1.4852 1.6269  0.249
H11 1.3992 0.2031 -0.2595  0.255